# C5H6Si

A cluster of 2 separate species, C5H6Si in total in a non-equilibrium geometry (ωB97M-V with the def2-TZVPD basis set, OMol25).

Properties
HOMO-LUMO gap, hartree: 0.30995
ΔE to the lowest compared entry with this formula, charge and spin, kcal per mole: 91.1
Lowest unoccupied orbital energy, eV: -0.2

Each line ends with the Löwdin charge.
CARTESIAN COORDINATES (ANGSTROEM)
C  -1.6190  2.7643  -0.3914  0.022
C  3.1462  0.9669  -0.6547  0.010
C  -0.6967  2.0857  -0.0491  -0.251
C  2.1457  0.7949  -0.0199  -0.288
C  -0.8939  -1.6190  0.1627  -0.058
Si  0.4452  0.7410  0.7106  0.695
H  -2.3599  3.3701  -0.7309  -0.009
H  4.1471  0.6337  -0.8424  0.030
H  -0.6196  -2.5076  0.7536  -0.030
H  -1.8314  -0.9980  0.4302  -0.012
H  -0.6635  -1.8356  -0.8905  -0.031
H  0.5289  0.9642  2.1120  -0.076

=====

# C5H6Si

A cluster of 2 separate species, C5H6Si in total in a non-equilibrium geometry (ωB97M-V with the def2-TZVPD basis set, OMol25).

Properties
HOMO-LUMO gap, hartree: 0.27358
ΔE to the lowest compared entry with this formula, charge and spin, kcal per mole: 124.5
Lowest unoccupied orbital energy, eV: -0.5

Each line ends with the Löwdin charge.
CARTESIAN COORDINATES (ANGSTROEM)
C  -0.8552  -1.1842  -1.7537  -0.064
C  -2.0744  -1.3498  -1.3538  -0.107
C  2.5416  2.4057  0.6373  -0.036
C  2.9537  1.6759  1.4790  -0.036
C  -1.1726  -0.6327  -0.3423  -0.557
Si  -0.7851  -1.5055  1.2449  0.715
H  -0.0665  -1.2418  -2.3809  0.055
H  -3.0475  -1.9306  -1.4629  0.121
H  1.9954  2.8410  -0.2167  0.037
H  3.3966  1.1949  2.3720  0.040
H  -1.4499  0.4136  -0.4284  0.048
H  -1.4361  -0.6866  2.2054  -0.216

=====

# C5H7BBrI2LiO

A structure of composition C5H7BBrI2LiO in a non-equilibrium geometry (ωB97M-V with the def2-TZVPD basis set, OMol25).

Properties
HOMO-LUMO gap, hartree: 0.23356
ΔE to the lowest compared entry with this formula, charge and spin, kcal per mole: 50.1
Lowest unoccupied orbital energy, eV: -1.8

Each line ends with the Löwdin charge.
CARTESIAN COORDINATES (ANGSTROEM)
C  2.4199  -0.5035  1.0497  -0.167
C  1.7338  0.7627  0.4107  -0.725
I  2.7205  2.6904  0.8424  0.650
C  0.5847  0.8124  -0.4080  -0.666
I  -0.0954  2.7441  -1.2019  0.722
B  -0.2130  -0.5536  -0.7945  -0.625
C  -1.8342  -0.5252  -0.4874  -0.225
C  -2.2726  0.3446  0.7687  -0.730
O  -2.7661  1.4727  0.6310  -0.075
Br  -2.0943  -0.2974  2.6643  0.621
H  2.4644  -0.3869  2.1926  0.085
H  3.5046  -0.5324  0.6635  0.081
H  1.9563  -1.5069  0.8123  0.062
H  0.2200  -1.5473  -0.3187  0.050
H  -0.0995  -0.6860  -2.0026  0.007
H  -2.3925  -0.2648  -1.4359  0.029
H  -2.1274  -1.6131  -0.2382  0.110
Li  -1.7093  -0.4098  -3.1480  0.795

=====

# C5H7BF8N4O12S4V

A structure of composition C5H7BF8N4O12S4V in a non-equilibrium geometry (ωB97M-V with the def2-TZVPD basis set, OMol25).

Properties
HOMO-LUMO gap (alpha / beta), hartree: 0.23409 / 0.24595
Expectation value of S²: 0.79
Lowest unoccupied orbital energy (alpha / beta), eV: 3.2 / 3.5
Spin multiplicity: 2
Total charge: -2

Each line ends with the Löwdin charge.
CARTESIAN COORDINATES (ANGSTROEM)
O  0.0590  0.2849  -1.2049  -0.205
V  0.4880  0.6096  0.2837  0.931
B  0.1341  -3.0638  -3.1537  -1.402
F  -0.4375  -1.8366  -2.9378  0.117
F  0.4193  -3.3175  -4.4232  0.177
F  1.2700  -3.0053  -2.2923  0.062
F  -0.6434  -4.1270  -2.7014  0.082
N  1.1945  -0.5719  1.7674  -0.350
S  2.1327  -0.6535  3.0945  0.528
O  3.4352  -1.1863  2.8395  -0.224
O  1.4457  -0.7101  4.3980  -0.278
F  2.4793  0.9157  3.1227  -0.202
S  0.8694  -2.2757  1.8690  0.623
O  -0.0799  -2.6070  2.9554  -0.302
O  1.9931  -3.1429  1.6266  -0.209
F  -0.0368  -2.2901  0.5277  -0.171
N  -0.1657  2.4584  0.7846  -0.361
S  -0.4568  3.7408  -0.0297  0.452
O  0.6218  4.7002  0.0341  -0.254
O  -1.8008  4.2042  -0.0988  -0.227
F  -0.1218  3.0335  -1.4132  -0.171
S  -0.5547  3.1622  2.2425  0.570
O  -1.9633  3.3117  2.4835  -0.255
O  0.3605  4.1611  2.8037  -0.248
F  -0.2810  1.9103  3.1797  -0.179
O  2.4082  1.2377  -0.3100  -0.033
C  3.3293  0.2480  -0.6800  -0.778
O  4.5166  0.5642  -0.7748  -0.001
O  2.9599  -0.9615  -0.7918  -0.005
H  2.9985  1.9680  -0.1102  0.129
C  -3.2104  -1.9153  2.1995  -0.026
C  -2.5234  -0.9855  1.2092  -0.161
N  -1.9728  -0.2410  0.5121  0.164
H  -4.0611  -2.4131  1.7343  0.081
H  -3.5078  -1.2236  2.9877  0.077
H  -2.5472  -2.4918  2.8444  0.066
C  -1.9347  0.2762  -4.0421  -0.076
C  -0.5418  0.7170  -4.1815  -0.308
N  0.5353  1.0653  -4.2917  0.146
H  -2.5618  0.9271  -4.6512  0.066
H  -2.2383  0.2684  -2.9952  0.073
H  -2.0099  -0.7448  -4.4163  0.078

=====

# C5H7Br

The molecule C5H7Br in a non-equilibrium geometry (ωB97M-V with the def2-TZVPD basis set, OMol25).

Properties
SMILES string: C=C=C[C@H](C)Br
HOMO-LUMO gap, hartree: 0.39021
ΔE to the lowest compared entry with this formula, charge and spin, kcal per mole: 27.7
Lowest unoccupied orbital energy, eV: 0.8

Each line ends with the Löwdin charge.
CARTESIAN COORDINATES (ANGSTROEM)
C  2.1755  -1.2354  0.5445  0.019
C  1.0693  -1.0119  -0.1438  -0.085
C  -0.1960  -0.8947  -0.4987  -0.146
C  -1.2336  0.2742  -0.4690  -0.752
C  -0.6022  1.5380  0.0946  -0.156
Br  -2.8347  -0.2725  0.5056  0.670
H  3.1399  -1.2382  0.1011  0.042
H  2.1199  -1.4689  1.5733  0.049
H  -0.6004  -1.7713  -0.8993  0.074
H  -1.5055  0.5222  -1.4182  0.039
H  -0.7643  1.4324  1.1772  0.063
H  -1.1606  2.5211  -0.2339  0.113
H  0.3927  1.6049  -0.3334  0.070

=====

# C5H7Br2N2

The ion C5H7Br2N2 with charge +1 in a non-equilibrium geometry (ωB97M-V with the def2-TZVPD basis set, OMol25).

Properties
HOMO-LUMO gap (alpha / beta), hartree: 0.25080 / 0.24513
ΔE to the lowest compared entry with this formula, charge and spin, kcal per mole: 149.1
Lowest unoccupied orbital energy (alpha / beta), eV: -5.7 / -5.5
Total charge: +1

Each line ends with the Löwdin charge.
CARTESIAN COORDINATES (ANGSTROEM)
C  -2.5957  -0.3655  0.3375  -0.548
C  -0.0664  -1.1186  1.6709  -0.518
C  -0.3161  0.3709  -0.2307  -0.184
C  0.4301  1.2663  -1.1094  0.009
C  1.7401  -0.7570  0.2691  -0.025
N  -1.7518  0.4953  -0.2728  -0.036
N  0.3721  -0.5154  0.5862  -0.156
Br  -4.2222  0.3061  0.8871  0.773
Br  0.1111  -2.7715  2.3125  0.930
H  -0.1281  2.1035  -1.3322  0.069
H  1.3763  1.5034  -0.6668  0.081
H  0.7366  0.7686  -2.1119  0.161
H  1.8066  -1.3380  -0.5858  0.105
H  2.3132  0.1239  0.1514  0.097
H  2.2452  -1.3586  0.9757  0.083
H  -2.0510  1.2865  -0.8809  0.158

=====

Number 5 is which compound?
C5H7Br

=====

Number 6 is which compound?
C5H7Br2N2

=====

Number 5 is which compound?
C5H7Br

=====

What did the first record say?
# C5H6Si

A cluster of 2 separate species, C5H6Si in total in a non-equilibrium geometry (ωB97M-V with the def2-TZVPD basis set, OMol25).

Properties
HOMO-LUMO gap, hartree: 0.30995
ΔE to the lowest compared entry with this formula, charge and spin, kcal per mole: 91.1
Lowest unoccupied orbital energy, eV: -0.2

Each line ends with the Löwdin charge.
CARTESIAN COORDINATES (ANGSTROEM)
C  -1.6190  2.7643  -0.3914  0.022
C  3.1462  0.9669  -0.6547  0.010
C  -0.6967  2.0857  -0.0491  -0.251
C  2.1457  0.7949  -0.0199  -0.288
C  -0.8939  -1.6190  0.1627  -0.058
Si  0.4452  0.7410  0.7106  0.695
H  -2.3599  3.3701  -0.7309  -0.009
H  4.1471  0.6337  -0.8424  0.030
H  -0.6196  -2.5076  0.7536  -0.030
H  -1.8314  -0.9980  0.4302  -0.012
H  -0.6635  -1.8356  -0.8905  -0.031
H  0.5289  0.9642  2.1120  -0.076